[1]
The following is a quantum chemistry calculation of a cluster of 11 separate species, C48H128B3F12N8O16 in total, from the Open Molecules 2025 dataset.

```
! wB97M-V def2-TZVPD RIJCOSX def2/J DEFGRID3
* xyz 5 1
H 2.57291 5.53601 12.92648
H -5.03725 8.43895 3.77991
H 2.61913 -13.40630 9.61563
H 0.10242 -1.33318 -11.94953
H -0.34883 0.49433 -0.66007
C 3.97844 -0.37667 6.82782
H 7.43740 2.70464 -4.90682
C -9.37901 -8.92922 -4.36657
C 2.60200 -3.49506 -14.14376
O 2.05583 -1.46137 -18.23099
H 5.04384 5.74787 -5.92602
C 2.33955 -1.30789 -19.56468
H -13.52191 -9.12723 -4.62145
H -2.35287 10.64292 4.35735
H 1.12379 0.20967 5.32150
C 4.17003 -15.91052 6.71983
H 2.29238 0.45406 2.52378
N -3.83813 6.75899 6.51594
H 4.10389 5.13713 12.35723
C -13.16615 -9.24521 -3.59792
C 4.09604 5.02911 14.51805
H 0.76503 -4.72693 -13.86885
C 1.20568 -1.19894 0.73177
C -13.90165 -10.21384 -2.65592
H 4.16960 3.94303 14.46223
H -0.90024 13.61112 -10.65895
H 2.43877 -15.08016 7.79984
H 8.05471 1.68305 -6.52066
H 5.83857 3.86067 -7.17943
C 0.06935 11.21531 -11.86126
C 1.10237 -12.00210 3.84263
H 2.77809 -0.04388 -16.81594
H 0.49010 5.21517 17.19456
H -8.83427 -9.87137 -4.30566
H -5.29129 9.17462 -9.55104
H 1.79619 3.84335 14.81867
H 2.68776 3.28312 19.40533
N 3.05757 5.41643 15.59273
H -1.07743 10.04256 -8.17257
C 2.21294 0.21755 5.36386
N 2.23956 -2.64127 -15.37373
N 6.62395 2.66031 -5.50385
H 1.49995 -3.14864 -15.83811
H 3.98260 -16.97262 6.56198
C 0.73368 0.59910 -0.73291
H 3.03409 6.41650 15.73204
O -1.21556 11.84491 -11.92744
H 3.38007 6.03433 -3.94919
C 4.05161 -13.57022 5.47944
H -7.33055 -7.38100 -3.32558
C 2.20469 -1.56628 1.86207
H 0.21494 -1.58782 0.96696
H -4.27351 7.80984 9.78110
H -5.30907 10.72014 8.70655
F 8.31946 -5.74100 5.50024
H 3.87147 -0.56172 3.95691
N -11.68723 -9.58126 -3.71742
H 4.18094 -1.76047 -15.63828
O -3.44764 9.10571 4.95212
H 1.41478 -1.76812 -0.17400
C -13.82137 -10.98646 -0.34907
H -2.12422 13.73448 -11.80493
H 2.54238 1.24317 5.19744
H -11.12209 -9.15955 -5.71087
C 3.26305 -13.04147 4.28103
O 2.18691 4.01794 17.52976
H 3.25325 -2.82866 -13.57817
H -4.12097 10.78529 7.46165
H 0.95958 -12.42021 2.84619
H 4.06612 -13.25302 10.48886
H 3.75145 -2.97205 -16.95714
F -4.52873 -0.17806 4.95042
H 0.96768 11.82974 -11.92107
O -4.79508 8.90336 8.07781
H -0.86442 8.75914 -10.67343
B -4.27867 -0.05642 3.56096
C 3.42589 7.95893 12.35594
H 6.16812 5.69959 -4.75120
F -3.11222 0.71616 3.53411
F -3.94063 -1.31794 2.96744
H 1.12104 4.11902 19.26455
O 2.59029 -0.11682 6.62913
N -0.98601 9.65306 -10.21930
C 0.73849 -2.20558 -11.79971
O 4.50143 4.41265 -4.49357
H -2.24418 7.34862 -9.13293
H 3.30374 -1.75030 -19.81512
C 1.07226 4.39924 16.76625
H 1.14580 -0.29373 3.20437
B 7.17986 -6.28393 4.85952
C -3.02610 9.91589 3.90317
H -13.49613 -10.66043 0.63888
H 5.24948 -15.80783 6.60866
C 2.82123 -0.70210 4.21260
H 2.40568 -0.25588 -19.84220
H 6.44592 1.37981 -7.23071
F 2.26025 8.03623 4.68594
H 4.77037 -1.99770 -4.47733
F 1.63624 6.68978 6.25256
H 0.02947 11.43032 -9.74038
H -5.61582 6.43861 5.48257
H 2.70886 -1.74492 4.50923
H -11.29486 -9.56757 -2.78686
H 5.12727 -13.59138 5.30456
B 2.11918 6.71191 5.00944
F 7.46163 -7.53667 4.31696
O 4.15070 -14.73282 8.92592
F -5.28016 0.60406 2.93558
H 0.21714 10.41723 -12.58881
H 3.10471 -13.76946 3.48538
C 3.02508 -0.98921 -17.29910
H 4.76867 0.32312 6.55594
H 2.62848 -15.15426 5.49812
H 1.10016 10.06280 -10.27760
C -4.37468 10.26138 8.38319
F 6.80889 -5.48830 3.77302
H 1.57875 -1.80892 -20.16321
C -4.96523 7.29728 5.64849
H 5.07147 5.48642 14.68389
H -11.71291 -10.57509 -3.89559
H 1.88979 -2.51198 2.30320
H 1.83012 -1.84464 -14.90700
C 6.25189 4.06385 -6.19151
C -1.13835 13.28878 -11.67260
H 3.21794 -1.52109 1.46284
H -14.01036 -11.21478 -3.07353
C 5.71496 -1.70131 -4.93338
H 3.97286 -0.73251 -17.77233
O 1.24504 0.12638 0.45231
O -13.28732 -10.14781 -1.40122
C 1.82550 3.45662 18.76151
H 7.70531 -0.62333 -6.01529
H 1.68078 -4.66466 -12.49033
H -4.75567 7.44193 -9.96952
H -4.92734 6.18597 7.98146
O 4.04804 7.08305 13.31647
H -1.87847 10.07581 -10.43117
C 3.42085 -2.15982 -16.30976
C 3.62470 5.66455 13.18203
H -8.81432 -8.47746 -5.18212
C -1.11945 9.11774 -8.74794
H -2.92973 8.36804 8.88719
O 0.48684 -2.94792 -13.02150
H 5.67801 -2.19568 -5.90411
H 1.34661 -10.94041 3.80681
C 0.18326 10.62405 -10.45758
C -2.37832 8.30892 -8.63501
H 0.75409 1.67658 -0.56955
H 6.48389 -2.20542 -4.34798
C 1.63988 4.77219 15.36722
H -3.86481 7.34100 3.80986
H -0.31714 8.42530 -8.49310
H -13.03584 -8.31352 -3.04742
H 3.13652 -16.38554 8.68691
H 3.69411 -12.08868 3.97367
C 3.46337 -13.99803 9.96948
H 4.24587 -0.43970 7.88262
C -7.89916 -8.07103 -2.70219
C -4.30994 8.05980 4.49781
C -10.88590 -8.79512 -4.71112
H 7.20829 4.54526 -6.39554
H 0.45693 -2.68257 -10.86094
F 6.21101 -6.37791 5.84640
C -4.71405 8.28913 -9.28495
O 5.85511 -0.27474 -5.12999
H -2.65708 8.20261 -7.58663
H 3.86633 -13.00144 6.39063
H 2.33932 7.87698 12.32908
H -3.13233 5.96693 8.18724
O 1.88568 -12.76961 4.68407
N 3.63276 -15.05825 5.54617
H -7.85509 -7.70795 -1.67537
H -3.77125 10.49250 3.35511
H -7.40440 -9.04016 -2.63820
C -3.94865 6.66535 8.00302
O -3.49190 9.01006 -9.19052
H 0.13343 -12.20715 4.29782
H 1.34647 0.31405 -1.58809
H 4.74720 5.76620 -2.92223
H 1.74545 -1.79598 -11.71995
H 0.88528 5.31691 14.79980
H 3.55036 7.62072 11.32724
H 5.88851 2.33310 -4.89380
F 3.34790 6.13118 5.02450
O -9.22171 -8.25536 -3.08364
N 2.09775 -0.45867 2.90998
H 4.23736 -1.32980 6.36672
H -3.66307 5.86422 6.08140
H -3.04419 7.36165 6.35284
H -14.96315 -10.00041 -2.53031
H -0.62178 13.82256 -12.47030
H 3.63808 9.02435 12.44525
H 3.22320 4.70505 -2.83147
C 7.01554 1.43621 -6.30311
H -14.90447 -10.95229 -0.23147
H 3.15526 -4.31767 -14.59687
H 3.93318 -15.58377 4.73767
H 0.41004 3.53347 16.76803
H 7.66998 0.37325 -4.64636
C 7.08927 0.13914 -5.53859
H -2.39153 9.39477 3.18633
H -13.69465 -12.04187 -0.59021
H -5.12774 8.10549 -8.29337
H 3.28220 5.04781 16.50583
H -5.68573 7.85258 6.24901
C 5.52113 5.00499 -5.28694
H 3.18671 -14.68787 10.76678
H -11.14639 -7.73671 -4.70791
C 1.35270 -4.00891 -13.29685
H -3.54283 10.48315 9.05172
H 1.34544 2.53584 18.43011
C 3.94223 5.24882 -3.44416
C -3.95176 8.01135 8.75936
F 1.28316 6.01083 4.19562
C 3.39629 -15.52627 8.06862
*
```

HOMO level, eV: -13.164
Frontier orbital gap, eV: 6.7
Calculated total energy, hartree: -4818.940149
LUMO level, Eh: -0.2367
Max |F|, hartree/bohr: 0.078

=====

[2]
The following is a quantum chemistry calculation of the molecule C5H9BrO3S, from the Open Molecules 2025 dataset.

```
! wB97M-V def2-TZVPD RIJCOSX def2/J DEFGRID3
* xyz 0 1
H -1.30015 1.72371 1.46763
O 1.77870 0.45559 -0.41222
H 0.46760 2.02184 1.42559
H -1.45529 0.57892 -0.59912
H 0.60979 -1.91397 -1.92693
H -1.61952 -1.41834 0.23823
O -1.06145 -0.00573 3.12954
C -0.46709 1.00837 -0.41746
S -0.16276 -0.21938 1.97225
O 1.21592 -0.45167 2.31907
C 0.58107 0.05624 -0.77638
H 0.54963 -0.34662 -2.95249
Br -0.00620 2.76756 -1.53065
C -0.64983 -1.41841 0.81608
H -0.75862 -0.91436 -1.98234
H 2.40427 -0.18116 -0.73922
C -0.38832 1.37966 1.04756
H -0.02743 -2.28372 0.90556
C 0.28967 -0.83854 -1.98469
*
```

HOMO level (spin up / spin down), eV: -8.737 / -8.731
Frontier orbital gap (spin up / spin down), eV: 7.6 / 7.6
Calculated total energy, hartree: -3393.699891
LUMO level (spin up / spin down), Eh: -0.0428 / -0.0428
Max |F|, hartree/bohr: 0.061

=====

[3]
The following is a quantum chemistry calculation of a cluster of 3 separate species, C27H40N2O3S in total, from the Open Molecules 2025 dataset.

```
! wB97M-V def2-TZVPD RIJCOSX def2/J DEFGRID3
* xyz 0 1
H 3.78574 -4.79772 -2.66167
H -1.13996 4.30045 -6.14363
C -5.34251 2.64304 5.33672
C 4.32795 -4.78330 0.25473
O 4.33436 -3.91679 -0.88837
H 0.54422 5.95068 -5.29319
H -2.48364 -2.47260 1.03136
C -4.69201 3.67102 6.24590
H -3.25061 0.50001 0.44864
H -2.32251 -2.55468 -2.29655
H 5.05200 -6.82587 -2.27702
C -2.80806 -1.63081 0.37431
C 5.19441 -6.02298 -1.55336
C -0.73373 2.73488 -4.54931
H -2.52000 2.77699 3.92591
H 1.69980 6.54537 -3.21478
C -3.15189 -0.32277 1.21702
H -2.64008 4.44096 6.09484
O -1.00173 -0.93063 2.41132
H 2.31054 5.44995 -2.09466
H -5.97333 3.12297 4.58082
H -5.94794 1.91979 5.88621
S 1.96114 2.93295 -1.35729
H -4.16131 -0.39151 1.70492
C 0.42192 4.98382 -4.75564
H 1.04177 -1.24176 2.42723
H -1.47577 1.02960 1.83396
O -4.28041 1.96251 4.65654
H -2.44174 2.08794 5.56088
C -0.55123 3.99973 -5.24466
H -5.33432 4.52880 6.44713
C 1.98951 -1.73699 -1.46928
H -4.42786 3.21025 7.20228
H -0.69497 -1.48721 -3.68409
N -0.28859 1.09487 -2.72790
H -1.49804 2.01499 -4.94022
C 4.68672 -4.68093 -2.04971
C 0.87609 -1.03438 -2.12283
C -3.05684 2.67635 4.87103
H 5.43388 -4.13860 -2.63164
C 0.84347 0.44416 -2.10719
C 1.19158 4.62656 -3.55267
H 3.42985 -4.60095 0.84822
H -2.40618 0.35794 3.21515
C 0.32248 -0.38216 2.34405
C 0.99266 3.34280 -2.85791
H 2.04018 -2.85580 -1.43930
H 4.85863 -6.89769 0.43315
H 3.39646 -6.56892 -0.50771
C -1.99220 0.09305 2.20250
C -0.23053 -1.91783 -2.76355
C -1.70609 -1.20755 -0.68624
H 6.26157 -5.95679 -1.32211
H 5.20465 -4.54094 0.86506
C 0.02351 2.36565 -3.33855
N 2.13091 5.62503 -3.08591
C -1.37490 -2.33533 -1.72531
H -0.82777 -0.84190 -0.09934
H -3.73947 -1.85922 -0.22011
H 3.89802 0.95602 -0.27286
H 3.89279 -1.63141 -0.27912
H 0.26618 -2.87841 -3.08753
C 3.08634 -1.04493 -0.78308
C -3.43134 4.01719 5.47587
C 4.40111 -6.20470 -0.27328
H -3.66530 4.73326 4.68253
C 3.06238 0.42648 -0.77779
H 0.53705 0.11891 1.35629
H 0.50945 0.38073 3.15605
H -1.10264 1.14151 -2.11271
C 1.95138 1.10037 -1.42635
H -1.10675 -3.27662 -1.16650
H -2.15847 -0.33690 -1.24968
*
```

HOMO level, eV: -7.606
Frontier orbital gap, eV: 8.3
SMILES string: COCCCCCCc1cccc2c1Nc1cccc(N)c1S2.C1CCOC1.C1CCOC1
Calculated total energy, hartree: -1786.103427
LUMO level, Eh: 0.0252
Max |F|, hartree/bohr: 0.067

=====

Values for energy above the lowest of the compared OMol25 structures with the same formula, charge and spin, kJ/mol, ordered as above
187.6; 252.2; 0.0